78
Properties=species:S:1:pos:R:3 method="wB97M-V/def2-TZVPD" relative_energy_kcal_mol=62.8 homo_ev=-7.180 fmax_ev_per_a=2.26 lumo_energy_ev=-0.71 total_charge=0
Ta 0.54473 -1.09262 0.37119
S 2.17058 -1.74972 -1.47180
S 2.76415 -1.67447 1.34946
S 4.66591 -3.05108 -0.47397
Si 0.68291 1.67928 0.51891
N -0.75007 -2.73484 0.04706
N -0.46917 -1.29113 -2.07651
N -0.71230 -1.03455 -4.38469
N 0.22087 -2.45303 2.62878
N -1.41363 -3.17348 -1.06244
C -0.26610 -0.65273 -3.17354
C 0.72924 3.55679 2.75897
C -1.21878 -2.49370 -2.11537
C -3.13847 -4.39977 -4.75705
C -0.96579 -3.03310 2.43952
C 3.43897 1.53652 -0.38351
C -2.85070 -3.63706 -5.88455
C 0.15594 1.18945 3.29552
C -0.79226 -4.20115 4.50277
C 2.16067 2.37634 -0.55876
C -1.52933 -2.16770 -4.53586
C -1.50990 -3.91818 3.35242
C -2.10082 2.38416 1.02873
C -1.58996 -1.00563 1.25083
C 0.44752 -3.60663 4.69229
C 1.81597 2.31112 -2.05173
C 3.30197 -2.20832 -0.22753
C -1.80983 -2.91789 -3.39918
C -1.62466 -2.54482 1.20433
C 2.51953 3.82800 -0.19465
C -1.52159 1.82758 -1.30190
C 0.92197 -2.74290 3.72299
C -1.00057 2.52617 -0.03729
C -0.87853 4.02664 -0.34911
C -2.61720 -4.04438 -3.52619
C 2.48552 1.82106 2.81135
C -2.04421 -2.51899 -5.77744
C 1.02902 2.08870 2.40736
H 3.76682 1.46362 0.65031
H 3.00399 3.88409 0.78146
H 1.65983 4.49460 -0.17895
H 0.47710 0.14029 3.24192
H -1.75690 -0.60862 2.25350
H -2.81902 -4.62971 -2.63960
H -2.47681 -4.36664 3.16365
H -2.35839 -0.61712 0.58177
H -0.86950 2.00204 -2.16157
H 0.29829 0.27105 -3.14901
H 3.17369 2.54649 2.37834
H 1.89283 -2.26885 3.81348
H -0.90092 1.23118 3.03360
H -0.56285 4.60495 0.52195
H -2.51573 2.22266 -1.55679
H -0.18434 4.23286 -1.16393
H 2.57150 1.90012 3.90411
H 1.00062 2.98019 -2.33314
H -3.25669 -3.91277 -6.84912
H -1.88323 2.95747 1.92780
H -3.76700 -5.27656 -4.84429
H -1.61621 0.75057 -1.15840
H -0.31605 3.81913 2.60620
H -0.46778 -0.49499 -5.19591
H -2.60746 -2.99398 1.05131
H 0.25352 1.50668 4.34390
H 1.04015 -3.80897 5.57317
H 3.23098 4.22122 -0.93326
H -1.86208 4.40659 -0.65849
H -1.81016 -1.91506 -6.64822
H 3.30721 0.52472 -0.76765
H 2.82144 0.82115 2.52788
H 0.95327 3.72356 3.82197
H 1.55120 1.28885 -2.34123
H -1.19794 -4.87649 5.24592
H 2.69692 2.60056 -2.63892
H -3.04431 2.77049 0.61906
H 4.25224 1.99991 -0.95848
H 1.33841 4.25192 2.17986
H -2.26827 1.34883 1.31640

99
Properties=species:S:1:pos:R:3 method="wB97M-V/def2-TZVPD" relative_energy_kcal_mol=9.7 homo_ev=-9.877 fmax_ev_per_a=1.34 lumo_energy_ev=-0.03 smiles="OCCOCOCB(F)Cl.O=C1OCCO1.O=C1OCCO1.O=C1OCCO1.O=C1OCCO1.O=C1OCCO1.O=C1OCCO1.O=C1OCCO1.O=C1OCCO1" total_charge=0
Cl -1.95918 -2.65425 7.19612
F -3.24936 -2.23276 4.93038
O 0.61849 2.59259 3.02065
O -1.10332 7.62391 -6.34697
O -4.39133 -3.98155 0.94643
O -0.68122 3.38249 4.68109
O 5.36326 -5.04332 -3.89544
O 0.44729 6.06798 -6.06322
O 0.83270 -2.52262 -0.78364
O -1.19031 -4.58176 2.08878
O 1.94626 3.84028 -2.44285
O -6.20659 -2.72821 0.75799
O 0.41880 3.96846 -0.84524
O 0.31903 -6.09693 1.50174
O 0.22988 -5.38792 3.63477
O -5.14469 -3.43610 -1.10135
O 1.60066 -1.55834 1.10403
O 0.84929 -0.74186 5.65623
O 2.59970 -2.71920 5.62409
O 2.21543 2.65057 -0.55930
O 1.87509 -1.02304 -4.77664
O -0.70785 4.38580 2.70292
O -1.24171 0.10641 5.05043
O -0.55108 6.97284 -4.26626
O 1.26503 -0.08288 -6.73043
O 5.73564 -3.27063 -5.17712
O 0.01942 0.18741 -4.87466
O 7.31713 -4.86426 -5.00073
O 0.41186 -0.37553 -0.33688
C -0.51645 7.42549 -7.64157
C -1.78711 4.96476 3.44332
C 0.83285 4.54025 -3.03234
C -1.43125 4.58603 4.87236
C 1.45168 -0.85081 -3.41298
C -2.40210 -0.07761 5.86826
C -0.56553 -5.97855 0.37883
C 6.24771 -4.43499 -4.72085
C 4.29416 -4.13393 -3.61707
C 4.35152 -3.19756 -4.81360
C -0.16974 -5.35570 2.51568
C 0.05664 4.98175 -1.80579
C 0.56233 0.47985 0.81570
C 1.72139 -0.18156 1.53576
C -5.24027 -3.38559 0.07971
C 0.17423 6.08096 -7.47272
C 1.27086 -1.07968 4.34431
C 1.07120 -0.28471 -5.57707
C 0.94058 -1.57513 -0.05706
C -0.01891 0.34287 5.71437
C 2.03704 -2.40929 4.36346
C -1.25399 -4.65526 0.65268
C 0.00160 -0.44153 -3.58302
C -4.65541 -3.49887 2.26745
C 1.59035 3.42393 -1.22113
C -0.17449 3.37665 3.42546
C -0.41730 6.89888 -5.44676
C -6.10374 -3.05378 2.15194
B -2.59872 -1.63647 5.93849
H 1.18973 5.35972 -3.64258
H -2.30666 0.42491 6.83343
H -2.28888 -4.62387 0.33372
H -0.48081 5.24123 -7.70533
H 0.00534 -5.99289 -0.54457
H -0.70031 -3.81294 0.24308
H 2.05372 -0.05988 -2.96089
H 0.18826 8.23607 -7.82877
H 1.66713 -0.12435 2.61845
H 1.38575 -3.21076 4.01887
H -0.78908 5.32528 5.35277
H 4.07837 -2.17313 -4.58807
H -1.82146 6.03495 3.26332
H -2.72054 4.50652 3.11331
H 1.89734 -3.03737 6.19524
H 1.10376 5.98370 -8.02441
H -6.34770 -2.17997 2.74834
H -0.34446 0.26248 -2.83375
H 0.38558 5.95100 -1.43301
H 3.36065 -4.68205 -3.52741
H 2.87798 -2.34862 3.67126
H 1.57785 -1.77263 -2.85722
H -0.67083 -1.29926 -3.61545
H -0.19126 0.52249 6.78004
H -0.36485 0.44582 1.38961
H 4.50613 -3.62236 -2.67658
H -4.48521 -4.28567 2.99576
H -1.25609 -6.82334 0.39837
H 0.77908 1.48887 0.48930
H 3.74953 -3.55345 -5.65045
H 0.27679 3.83413 -3.65031
H -3.24089 0.37933 5.33531
H -1.01939 4.99064 -1.94041
H -1.29425 7.43341 -8.39851
H -6.80502 -3.85830 2.37697
H 2.68393 0.19553 1.19126
H 0.39293 -1.17762 3.69796
H 0.43512 1.22833 5.26036
H -3.97137 -2.67400 2.46607
H -2.29209 4.38450 5.50317
H 1.88876 -0.26439 3.94108

76
Properties=species:S:1:pos:R:3 method="wB97M-V/def2-TZVPD" relative_energy_kcal_mol=0.0 homo_ev="-12.032 / -12.032" fmax_ev_per_a=2.49 lumo_energy_ev="-7.20 / -7.21" total_charge=+2 spin_multiplicity=8
Eu 0.29742 -2.22752 -1.08090
Br 0.82384 -0.45693 1.00973
S -4.15346 -1.06337 -1.50750
P 0.14663 2.07847 -1.76230
P 5.76034 1.30699 0.14445
N -2.08565 -1.01147 0.02317
N 3.41349 -4.93108 -9.40463
C 1.77727 -0.14792 -1.93178
C -2.54022 -1.56596 -1.08588
C 1.85789 -2.70706 -4.65581
C 0.44609 0.35738 -2.08383
C 4.77577 0.57022 1.52671
C 1.44602 3.02477 -2.60258
C 5.10958 4.02670 -0.06329
C 1.82410 -4.77483 -7.60731
C 2.20358 -1.25529 -2.68147
C 2.65593 -3.88638 -6.90805
C 6.95006 0.15794 -2.09981
C 5.72094 0.03061 -1.20530
C -0.47016 -0.40436 -2.87186
C 3.89293 -3.55974 -7.48976
C -3.03614 -0.16995 0.60836
C -1.98111 3.71900 -2.42528
C 2.25516 -5.25845 -8.84597
C -0.01165 -1.42010 -3.71412
C 5.62324 0.00173 2.66161
C -1.46913 2.30284 -2.56554
C 1.35519 -1.80254 -3.68373
C 0.18532 4.21965 -0.03293
C -0.07064 2.71073 -0.06569
C 1.26543 3.05382 -4.11321
C 2.22426 -3.30248 -5.65819
C 4.64981 2.64322 -0.51764
C -4.22345 -0.06783 -0.09960
C 4.21200 -4.11132 -8.73430
H -0.71504 -1.88687 -4.41985
H 1.47756 4.05285 -2.21986
H 5.15558 -3.85775 -9.18746
H -2.95364 3.83668 -2.91087
H 4.56320 -2.87123 -6.98082
H -5.10876 0.49547 0.18351
H 1.61459 -5.93200 -9.38907
H 4.84632 4.21719 0.97959
H 4.63526 4.80246 -0.66750
H -0.26875 4.69369 0.84224
H 6.19286 4.14767 -0.15680
H 4.14694 1.39306 1.89841
H 3.63751 2.40982 -0.15467
H -1.41005 2.02658 -3.62780
H 0.85787 -5.04494 -7.18712
H 1.25838 4.43892 -0.01977
H -2.06256 -2.39359 -1.62932
H 4.78536 0.15664 -1.76845
H 2.20061 3.35297 -4.60877
H -1.56364 -0.27287 -2.79255
H 0.49286 3.78755 -4.39034
H 7.86495 0.25022 -1.51162
H 7.04767 -0.72498 -2.72957
H 2.50263 0.33203 -1.25790
H 2.42367 2.59687 -2.32015
H -1.29784 4.44594 -2.87362
H -2.81384 0.31716 1.55790
H 4.14847 -0.20359 1.06480
H 5.71165 -0.93737 -0.68111
H 6.12896 -0.91962 2.37167
H 6.38669 0.70334 3.00294
H -2.11488 3.98287 -1.37444
H 4.97903 -0.22442 3.51338
H 0.98560 2.07540 -4.52420
H 6.89372 1.02509 -2.75929
H 3.18084 -1.71533 -2.45403
H -0.25074 4.72064 -0.90659
H -1.10232 2.47991 0.25391
H 4.67408 2.56872 -1.61651
H 0.58059 2.13335 0.61006
H -2.15525 1.58623 -2.08629

81
Properties=species:S:1:pos:R:3 method="wB97M-V/def2-TZVPD" relative_energy_kcal_mol=59.7 homo_ev="-7.644 / -11.171" fmax_ev_per_a=5.46 lumo_energy_ev="-3.01 / -3.05" total_charge=+1 spin_multiplicity=3
Br 0.64977 1.92176 2.18080
Ti -0.22793 -0.14996 0.48456
F 5.64170 1.00829 -2.64311
O 0.10179 -3.27806 1.75008
O 1.39677 -0.37757 -0.30784
O 0.24157 -1.08389 1.98826
N -1.46340 2.09085 -0.96119
N 4.21536 -3.20539 0.62954
N -0.18987 1.43966 -0.94428
N 0.79849 0.36848 -3.35978
N -1.70236 0.75404 1.36818
N -1.53458 -1.89402 -0.09636
C 5.28263 -0.02189 -1.85594
C -0.42265 4.28926 -1.24577
C 2.09093 -2.20297 1.03528
C 2.34144 -1.17559 0.08213
C 4.58231 -2.16094 -0.21265
C 0.73545 -2.23062 1.65764
C 6.82640 -3.21786 -0.58638
C -1.18877 -1.06995 -3.02955
C -1.34547 -2.83298 -1.22875
C -5.41532 1.46336 1.48148
C -0.29209 -0.33893 -4.03233
C -2.90318 3.95289 -1.18548
C 5.84915 -2.10546 -0.80577
C 3.01869 -3.17574 1.25803
C -2.07108 2.67880 2.79628
C -3.95074 1.58433 1.76724
C 4.40119 -5.62169 1.18764
C 5.13766 -4.31266 0.90009
C 6.06402 -4.50246 -0.29934
C -1.27051 1.76582 2.16202
C -3.45368 2.58337 2.61855
C 4.01810 -0.05059 -1.31381
C -3.05683 0.71115 1.19461
C -0.47385 -2.22075 -2.31971
C 6.19366 -1.03565 -1.62279
C -1.57140 3.18964 -3.18990
C -1.57132 3.37475 -1.66983
C 3.65537 -1.12385 -0.48830
H -5.58434 1.04735 0.49041
H -3.42201 -0.06067 0.52476
H -2.86710 4.09107 -0.10751
H -0.87391 -3.74673 -0.85638
H -0.89096 0.41032 -4.55548
H 3.93753 -5.63300 2.16866
H 5.11819 -6.43609 1.16323
H -1.64207 3.45418 3.41218
H -3.10357 4.90723 -1.66132
H -0.22591 -3.00207 -3.04247
H 7.17128 -0.98679 -2.07320
H 7.45894 -3.34012 -1.46670
H 7.48263 -2.97523 0.25422
H -5.89893 2.43454 1.54858
H 0.48245 2.11401 -0.56386
H -3.71942 3.27178 -1.41054
H -0.31174 4.28113 -0.16178
H 5.46747 -4.78262 -1.17067
H -5.89216 0.80083 2.20580
H -1.36144 -2.43467 0.76604
H 5.73771 -4.03918 1.78017
H 2.80208 -3.96085 1.96142
H 3.31604 0.75263 -1.48171
H -2.05473 -1.45802 -3.57230
H -0.62952 2.75972 -3.52423
H -2.14688 1.45340 -1.37003
H 0.17272 1.16392 -1.89771
H -0.64570 5.30822 -1.55225
H -2.52102 -1.63419 -0.06119
H 1.48722 -0.29631 -3.01378
H -1.69826 4.14992 -3.67966
H 1.27873 0.97189 -4.01987
H 0.52009 4.00316 -1.71129
H -2.31508 -3.10699 -1.66017
H 0.44446 -1.86170 -1.84447
H 6.75385 -5.31885 -0.08854
H 0.07959 -1.05768 -4.77317
H -2.37995 2.53237 -3.50117
H 3.63913 -5.81357 0.43647
H -1.55069 -0.36045 -2.27376
H -4.11956 3.28583 3.09269

76
Properties=species:S:1:pos:R:3 method="wB97M-V/def2-TZVPD" relative_energy_kcal_mol=0.0 homo_ev=-13.471 fmax_ev_per_a=2.62 lumo_energy_ev=-6.07 total_charge=+2
Pb -0.32270 0.19288 1.33225
Br -7.19869 2.60395 2.57605
S -0.86963 -2.52188 5.35887
P -1.55687 -1.43139 -0.68767
P 2.30895 -0.40469 0.20640
N 3.14449 4.29417 -1.97383
N -0.10089 -0.95776 3.46956
C -0.59171 -2.39296 -1.91758
C 2.94008 -2.11153 0.51787
C 2.15924 3.75271 -2.69952
C 0.75757 3.51242 -0.74141
C -1.24999 -3.63507 -2.50644
C 1.06903 -1.31593 4.16418
C -2.65456 -2.62551 0.16888
C -2.78603 2.69158 1.03394
C -1.47631 2.74753 0.47464
C -3.11222 -0.80711 -3.03153
C -4.89590 3.85076 1.39878
C -3.98582 -2.97355 -0.48870
C -4.62839 1.52281 2.11510
C 1.81861 4.06518 0.01006
C 3.96309 0.31081 -2.08733
C -1.20482 -1.55501 3.99815
C 3.54661 0.70668 0.99948
C -2.65585 -0.31799 -1.65938
C -3.31669 1.54027 1.64959
C 2.58418 -0.13254 -1.60403
C -0.46879 3.12870 -0.12509
C -5.39894 2.67533 1.97440
C 4.08558 -2.64504 -0.33920
C -3.58573 3.85374 0.93064
C 4.99339 0.23344 1.10972
C 0.84399 -2.13207 5.23772
C 2.97563 4.47416 -0.65915
C 0.96364 3.30509 -2.12357
H -4.54349 -3.63523 0.18693
H -2.09863 0.62832 -1.76465
H -0.52631 -4.14247 -3.15539
H 3.79603 4.95582 -0.10880
H -0.30040 -1.70057 -2.72120
H 4.27901 -3.68440 -0.04505
H -2.12272 -3.39728 -3.12536
H 0.34428 -2.67460 -1.40624
H -2.21230 -1.41626 3.60437
H 2.32014 3.65600 -3.77987
H 4.75924 -0.40135 -1.83583
H -5.03020 0.62525 2.56583
H -4.61012 -2.09198 -0.67537
H 5.02283 -2.09489 -0.19138
H 2.05968 -2.76453 0.40211
H -3.75770 -1.69200 -2.97063
H -3.15327 4.74428 0.46927
H 2.03239 -0.93854 3.80712
H 5.09510 -0.70833 1.66170
H 1.74429 4.17475 1.09061
H 1.84175 0.62957 -1.89062
H 3.94139 0.38786 -3.18279
H -2.06219 -3.53915 0.32847
H 3.85347 -2.65127 -1.41020
H 0.20997 2.81743 -2.73547
H 2.28897 -1.06163 -2.11692
H 1.59133 -2.50087 5.92044
H -1.55960 -4.34974 -1.73727
H -3.70108 -0.01199 -3.50560
H -2.74324 0.60961 1.78637
H -3.52818 -0.08286 -1.03058
H -2.83551 -2.20569 1.17308
H 5.47930 0.11908 0.13288
H -2.27282 -1.03615 -3.69688
H 5.56432 0.99281 1.65937
H 3.14906 0.90912 2.00734
H -5.51807 4.73169 1.31635
H 3.21835 -2.15416 1.58213
H 4.24768 1.30200 -1.71124
H 3.50271 1.66261 0.45739
H -3.85896 -3.51244 -1.43622

80
Properties=species:S:1:pos:R:3 method="wB97M-V/def2-TZVPD" homo_ev=-8.913 fmax_ev_per_a=2.77 lumo_energy_ev=0.47 smiles="COCCCC[C@@]1(S)OC(=O)O[C@@]1(CCOCC(F)(F)F)Cc1cccc(C)c1.CCCC#N.CCCC#N" total_charge=0
S 0.49362 2.12861 0.41135
F -1.18134 5.66714 0.03600
F -0.16565 7.28901 -1.03858
F 0.81218 6.39388 0.77676
O -3.99420 0.71593 -2.39246
O 2.31339 -0.32254 2.17975
O 3.12224 1.43771 0.90290
O 1.63996 -0.13791 -0.00620
O 2.06477 4.68175 -0.61703
N -5.91858 -5.60309 1.26534
N -2.35435 -3.80037 -1.80852
C -0.25733 -0.06622 -2.21388
C -4.28069 -5.31042 4.72540
C -1.59169 0.70527 -1.83334
C 0.81570 5.08363 -1.20574
C 6.66343 1.14634 -1.35104
C 2.35066 0.27832 1.16723
C -2.68128 0.69297 -2.98838
C 0.97988 0.94540 -2.17129
C -6.15081 -6.66223 3.64234
C -4.04439 -3.22282 0.09941
C -6.02255 -6.06816 2.31087
C -5.48930 -3.16550 -0.39724
C 8.32523 1.42758 0.46195
C 2.70784 3.88345 -1.64948
C -5.75739 -5.68720 4.75453
C 3.10939 1.47559 -0.56204
C 6.00736 0.64457 0.98749
C -4.14916 1.81138 -1.50351
C -3.09804 -3.54952 -0.96897
C 5.62559 0.71740 -0.40726
C 0.05676 6.14061 -0.33402
C 8.01133 1.50387 -0.95882
C 4.20884 0.40302 -0.97185
C 1.59762 1.12492 -0.74699
C 3.71230 2.83263 -1.07405
C 7.34268 0.99840 1.43514
C -5.73277 -2.03031 -1.38501
C 7.73894 0.96650 2.93661
H 9.33589 1.71070 0.82090
H -5.14647 -2.16128 -2.29684
H 6.36835 1.20570 -2.42981
H 5.21492 0.32802 1.70988
H -0.36966 1.15129 0.85575
H -3.64786 -6.19791 4.79732
H -2.54994 -0.14246 -3.71172
H -1.98888 0.23898 -0.89235
H -4.04256 -4.65696 5.56630
H -5.54093 -7.56681 3.70353
H 1.02300 5.46425 -2.24744
H 3.92037 -0.65534 -0.76852
H -1.40119 1.78877 -1.60734
H -3.76771 -2.26946 0.55794
H -3.84721 1.54380 -0.44763
H 1.78585 0.66955 -2.89695
H -6.36295 -4.77936 4.69089
H -0.35933 -0.32302 -3.30658
H 3.33000 4.62762 -2.23331
H -7.18871 -6.97050 3.79074
H 8.72162 1.84639 -1.73768
H -5.76679 -4.11330 -0.85985
H 7.21191 0.19550 3.54139
H 0.54042 1.92509 -2.50594
H 4.51928 2.71305 -1.84484
H 4.22182 3.31828 -0.19454
H -5.19851 2.18990 -1.43679
H 0.12711 4.20388 -1.34841
H -5.47150 -1.06554 -0.94485
H -3.96923 -3.98317 0.88016
H -5.98026 -6.15173 5.71851
H -0.08043 -0.98758 -1.61760
H -3.50262 2.69981 -1.76987
H 4.31092 0.48121 -2.09318
H -2.58333 1.68734 -3.52083
H 7.43506 1.96533 3.36545
H 1.97494 3.47500 -2.39100
H 8.85075 0.92905 2.99667
H -6.78639 -1.99826 -1.66982
H -4.02218 -4.77751 3.80767
H -6.14777 -3.02793 0.46322